C7H12N4O2 | ωB97M-V with the def2-TZVPD basis set

Structure (XYZ):
```
25
Properties=species:S:1:pos:R:3:nbo_charge:R:1
N 1.20749 3.06361 1.34335 -0.85
C 0.46307 1.96036 0.72616 -0.31
C -0.90377 2.41773 0.52829 -0.06
O -1.65256 1.49510 -0.33521 -0.54
C -1.84402 0.30857 0.24433 0.09
N -0.81158 -0.67271 -0.13467 -0.46
C -0.84810 -1.12889 -1.47207 0.09
C -0.01657 -2.04543 -1.86115 -0.37
C 0.97499 -2.54876 -0.83793 0.47
N 1.94663 -3.41037 -1.21771 -0.80
N 0.92404 -2.13165 0.41323 -0.57
C 0.08153 -1.16190 0.77475 0.76
O -0.02586 -0.81507 1.94962 -0.66
H 2.21815 2.88629 1.35286 0.36
H 1.02604 3.26947 2.30668 0.36
H 0.78346 1.73837 -0.28283 0.20
H 0.33858 1.04659 1.44127 0.23
H -1.50012 2.42730 1.48764 0.16
H -0.93392 3.43439 0.04738 0.20
H -1.93318 0.30358 1.37435 0.22
H -2.84291 -0.09099 -0.12592 0.17
H -1.56189 -0.63205 -2.04256 0.22
H 0.23040 -2.40003 -2.90081 0.22
H 2.79705 -3.61539 -0.52771 0.44
H 1.88305 -3.69813 -2.25136 0.41
```

Values from the calculation:
- energy above the lowest of the compared OMol25 structures with the same formula, charge and spin (eV) = 1.0662
- DFT total energy (Eh) = -643.4023
- HOMO-LUMO gap (eV) = 9.40
- HOMO energy (eV) = -8.755
- strongest force on any atom (eV Å⁻¹) = 5.24



C5H14 | ωB97M-V with the def2-TZVPD basis set

Structure (XYZ):
```
19
Properties=species:S:1:pos:R:3:nbo_charge:R:1
C -0.39601 2.44406 1.70248 -0.61
C -1.26380 2.01899 0.44820 -0.40
C -2.05056 0.72019 0.63565 -0.63
H -0.56278 3.52074 1.74793 0.20
H -0.81439 2.00007 2.59641 0.20
H 0.67345 2.30465 1.65626 0.20
H -1.96144 2.85130 0.35432 0.19
H -0.57923 2.04172 -0.39825 0.20
H -1.74385 0.00881 -0.13014 0.21
H -2.16016 0.19979 1.58958 0.21
H -3.08674 1.01127 0.46682 0.21
C 1.15523 -2.60146 -1.78518 -0.62
C 2.34868 -2.10229 -0.98901 -0.61
H 0.40947 -2.92125 -1.05843 0.20
H 0.69504 -2.06584 -2.59979 0.21
H 1.46733 -3.57310 -2.19591 0.20
H 2.21066 -1.08703 -0.57314 0.20
H 3.32499 -2.17381 -1.45556 0.21
H 2.33411 -2.59682 -0.01225 0.21
```

Values from the calculation:
- energy above the lowest of the compared OMol25 structures with the same formula, charge and spin (eV) = 0.9255
- DFT total energy (Eh) = -198.8551
- HOMO-LUMO gap (eV) = 12.07
- HOMO energy (eV) = -11.068
- strongest force on any atom (eV Å⁻¹) = 2.49



C4H9OP | ωB97M-V with the def2-TZVPD basis set

Structure (XYZ):
```
15
Properties=species:S:1:pos:R:3:nbo_charge:R:1
C 3.20889 -0.37037 -0.27126 -0.87
P 1.80855 -0.09832 0.65954 0.91
O 0.45981 -0.62913 -0.65460 -0.74
C -0.77663 -0.13382 -0.39984 0.10
C -1.57093 -0.81247 0.78647 -0.65
C -0.83722 1.42342 -0.31235 -0.64
H 4.12534 -0.43239 0.15279 0.21
H 3.04475 -1.04611 -1.16326 0.25
H -1.40943 -0.34490 -1.23550 0.17
H -1.11407 -0.79360 1.80868 0.21
H -2.51598 -0.13006 0.77502 0.21
H -1.72115 -1.91387 0.50953 0.22
H -0.55910 1.65683 0.75104 0.20
H -1.99283 1.70886 -0.49912 0.21
H -0.15002 1.91592 -0.90716 0.22
```

Values from the calculation:
- energy above the lowest of the compared OMol25 structures with the same formula, charge and spin (eV) = 2.0868
- DFT total energy (Eh) = -574.3018
- HOMO-LUMO gap (eV) = 9.16
- HOMO energy (eV) = -9.297
- strongest force on any atom (eV Å⁻¹) = 5.59



C39H39HgN7O3P2S | ωB97M-V with the def2-TZVPD basis set

Structure (XYZ):
```
92
Properties=species:S:1:pos:R:3:lowdin_spin:R:1
Hg -1.31689 0.71225 -0.72509 0.01
N -0.52274 -0.07115 -2.98417 0.00
C -1.18839 0.84794 -3.91521 0.00
C -1.14720 2.29655 -3.41171 0.00
O -0.85634 3.19279 -4.25287 0.00
N -1.42557 2.44330 -2.15248 0.00
C -1.39414 3.74126 -1.52601 0.00
C -1.70377 3.70011 -0.01930 0.00
O -1.97882 4.76459 0.52275 0.00
O -1.62837 2.57193 0.59595 0.01
H 0.48357 0.04739 -3.01639 0.00
H -0.72697 -1.03975 -3.20172 0.00
H -2.23530 0.54478 -3.99110 0.00
H -0.74417 0.83546 -4.91442 0.00
H -2.09841 4.43205 -1.99808 0.00
H -0.39670 4.19001 -1.60452 0.00
C 0.82538 -0.36931 3.14442 0.00
N 0.65005 -0.99609 1.82223 0.00
P -0.90823 -1.60315 1.41189 0.01
C -0.75385 -3.35275 1.92704 0.00
C -1.80549 -4.22421 1.64991 0.00
C -1.72717 -5.55752 2.01770 0.00
C -0.59342 -6.03910 2.66066 0.00
C 0.45703 -5.17865 2.93929 0.00
C 0.37640 -3.84069 2.57655 0.00
C -2.05126 -0.97373 2.68502 0.00
C -2.53618 0.32419 2.53235 0.00
C -3.42765 0.85016 3.45545 0.00
C -3.86029 0.08069 4.52428 0.00
C -3.38392 -1.21400 4.68130 0.00
C -2.47959 -1.73690 3.77105 0.00
P 1.29533 -0.07537 0.47950 0.01
C 2.95565 0.32304 1.14414 0.00
C 3.33209 1.64516 1.32456 0.00
C 4.58248 1.94522 1.85392 0.00
C 5.44985 0.92602 2.20785 0.00
C 5.07281 -0.40253 2.03283 0.00
C 3.83321 -0.70185 1.49946 0.00
C 1.80410 -1.33804 -0.74209 0.00
C 2.53053 -0.83006 -1.82240 0.00
C 2.95082 -1.66864 -2.83958 0.00
C 2.64514 -3.02511 -2.79939 0.00
C 1.92810 -3.53257 -1.72831 0.00
C 1.51323 -2.69285 -0.69968 0.00
H 0.43941 -1.04578 3.90835 0.00
H 0.28893 0.58046 3.22831 0.00
H 1.88120 -0.19785 3.34298 0.00
H -2.69519 -3.84795 1.15995 0.00
H -2.55352 -6.22191 1.80138 0.00
H -0.52972 -7.08263 2.94106 0.00
H 1.34234 -5.54669 3.44221 0.00
H 1.19909 -3.16668 2.78124 0.00
H -2.22196 0.96105 1.71134 0.00
H -3.78672 1.86122 3.31767 0.00
H -4.57243 0.48512 5.23198 0.00
H -3.72041 -1.82191 5.51144 0.00
H -2.11870 -2.74821 3.90727 0.00
H 2.65637 2.44375 1.04745 0.00
H 4.87126 2.97905 1.98898 0.00
H 6.42334 1.16096 2.61919 0.00
H 5.74994 -1.20117 2.30795 0.00
H 3.53772 -1.73445 1.35378 0.00
H 2.75437 0.23337 -1.87236 0.00
H 3.51391 -1.25999 -3.66902 0.00
H 2.96779 -3.67980 -3.59850 0.00
H 1.68651 -4.58686 -1.68207 0.00
H 0.96703 -3.11692 0.13119 0.00
N -7.75667 -2.70839 1.10597 0.14
C -6.80075 -2.19433 0.69871 0.06
C -5.64356 -1.57108 0.20169 0.21
C -5.49526 -0.15132 0.15963 0.07
C -4.35358 0.39834 -0.33083 0.10
N -3.29561 -0.33388 -0.80932 0.22
C -3.44089 -1.69314 -0.77290 0.09
C -4.55237 -2.32730 -0.31002 0.05
H -6.28352 0.49188 0.52545 0.00
H -4.21908 1.47308 -0.34433 0.00
H -2.60520 -2.26469 -1.16084 0.01
H -4.60937 -3.40779 -0.34502 0.00
C 4.70003 4.74048 -2.38838 0.00
N 3.54140 4.71236 -3.24921 0.00
C 3.35627 5.44506 -4.40876 0.00
C 2.12134 5.14314 -4.86748 0.00
N 1.57109 4.23739 -3.99646 0.00
C 2.43035 3.97253 -2.99332 0.00
S 2.17626 2.97030 -1.66040 0.00
H 5.40278 5.47306 -2.77952 0.00
H 5.16936 3.75719 -2.35168 0.00
H 4.40247 5.01154 -1.37579 0.00
H 4.11429 6.10045 -4.79471 0.00
H 1.59260 5.49045 -5.73427 0.00
H 0.60217 3.83764 -4.04558 0.00
```

Values from the calculation:
- net charge = -1
- energy above the lowest of the compared OMol25 structures with the same formula, charge and spin (eV) = 0.0722
- DFT total energy (Eh) = -3352.9943
- HOMO-LUMO gap (spin up / spin down) (eV) = 4.79 / 7.52
- HOMO energy (spin up / spin down) (eV) = -2.645 / -5.369
- spin multiplicity = 2
- strongest force on any atom (eV Å⁻¹) = 0.34



C11H12CuNO6 | ωB97M-V with the def2-TZVPD basis set

Structure (XYZ):
```
31
Properties=species:S:1:pos:R:3:lowdin_spin:R:1
O -0.08568 1.46376 -3.09491 0.34
C 0.10610 1.04913 -1.99002 0.26
Cu -0.74922 0.46327 -0.29925 0.06
C -0.21783 0.99083 1.43416 0.02
O 0.12127 1.20011 2.50606 0.01
C 0.04766 -1.77852 -0.18730 0.01
O -0.06364 -2.91603 -0.38975 0.01
C 1.47582 0.40437 -1.56899 0.12
O 2.43113 1.11729 -1.26934 0.12
C -2.49786 0.25981 -0.65236 0.03
O -3.53593 0.47118 -1.11096 0.02
H 1.50932 -0.71780 -1.60974 0.02
O 1.56320 -1.48786 1.23733 0.00
C 1.60927 -2.01288 2.37604 0.00
C 2.92196 -2.17934 3.14060 0.00
C 2.98616 -1.35276 4.42098 0.00
C 2.23945 -1.97643 5.61931 0.00
C 0.73468 -2.10096 5.41283 0.00
C 0.33636 -3.06352 4.28098 0.00
N 0.46113 -2.43269 2.94758 0.00
H 3.03457 -3.24058 3.36832 0.00
H 3.71579 -1.86890 2.43109 0.00
H 4.04250 -1.18481 4.66679 0.00
H 2.60206 -0.34539 4.21536 0.00
H 2.70904 -2.96534 5.78850 0.00
H 2.45754 -1.33362 6.48936 0.00
H 0.31863 -2.48935 6.34913 0.00
H 0.28922 -1.10846 5.25986 0.00
H 0.95096 -3.98520 4.35007 0.00
H -0.71434 -3.32978 4.43115 0.00
H -0.33020 -2.44090 2.31792 0.00
```

Values from the calculation:
- net charge = +1
- energy above the lowest of the compared OMol25 structures with the same formula, charge and spin (eV) = 0.0000
- DFT total energy (Eh) = -2572.7209
- HOMO-LUMO gap (spin up / spin down) (eV) = 8.78 / 7.05
- HOMO energy (spin up / spin down) (eV) = -13.155 / -13.288
- spin multiplicity = 2
- strongest force on any atom (eV Å⁻¹) = 6.33